Below is a molecular structure, C30H34CeGe2N3S3 in a non-equilibrium geometry, with properties calculated with the ωB97M-V functional and the def2-TZVPD basis.

Properties
* strongest force on any atom: 3.1 eV/A
* 2S+1: 2
* E_HOMO (spin up / spin down): -7.859 / -7.867 eV
* Kohn-Sham gap (spin up / spin down): 7.01 / 7.04 eV

Last column: Mulliken charge in e.
Positions of all 73 atoms, in Å:
Ce -0.49469 -1.66047 -0.24823  0.274
C 3.54436 -3.02712 -0.86370  -1.455
C 2.44756 -3.89851 -0.30698  1.030
C 2.87078 -5.07981 0.42372  -0.761
C 1.95420 -6.04110 0.80820  -0.867
C 0.61298 -5.83940 0.42960  0.654
C -0.33804 -6.86188 0.56929  -0.730
C -1.64418 -6.72241 0.07479  -0.767
C -1.95721 -5.62605 -0.70641  -0.710
C -1.00118 -4.58921 -0.89213  0.671
S -1.50491 -3.36381 -2.05965  -0.465
C 0.26991 -4.65072 -0.27752  0.616
N 1.17397 -3.67804 -0.63941  -0.235
H 4.27851 -3.69941 -1.40438  0.495
H 4.18962 -2.61499 -0.05173  0.227
H 3.14094 -2.24912 -1.47997  0.230
H 3.94892 -5.24646 0.61195  0.382
H 2.18912 -6.94162 1.35017  0.446
H -0.06548 -7.70730 1.19919  0.331
H -2.37757 -7.44707 0.34273  0.439
H -2.96747 -5.53540 -1.15402  0.399
S 0.50980 -2.03815 2.46429  -0.332
C 1.94320 -1.18504 2.18997  0.936
S 2.02148 -0.47430 0.58408  -0.339
C 3.06311 -1.16318 2.97380  0.684
C 3.03280 -1.63768 4.36934  -0.372
N 2.97466 -1.87255 5.48077  -0.482
C 4.40018 -0.90892 2.41047  -0.212
N 5.51908 -0.81168 2.15455  -0.559
C 2.00987 3.13930 -2.16541  -1.007
C 2.69133 2.02012 -1.35679  -0.686
Ge 1.93695 1.78958 0.55708  0.781
C 3.06455 2.30397 2.06389  -0.467
C 3.50614 3.81776 2.02843  -1.278
C 0.18111 2.73917 0.63166  -0.745
C -0.92250 2.65747 -0.11951  0.882
Ge -1.29591 1.02069 -1.22365  0.770
C -2.74629 1.41220 -2.50554  -0.611
C -3.18456 0.17171 -3.22494  -1.106
C -2.68711 0.10623 0.02846  -0.834
C -4.13409 0.69330 0.40248  -1.244
C -1.97584 3.68025 -0.10245  -0.696
C -2.06044 4.58669 -1.16863  -0.180
C -3.12699 5.48593 -1.23491  -0.563
C -4.15444 5.48934 -0.29143  -0.556
C -4.01412 4.64421 0.82505  -0.699
C -2.91698 3.76062 0.90013  -0.230
H 2.36445 3.19551 -3.20530  0.419
H 2.21167 4.06211 -1.67692  0.332
H 0.94607 2.90636 -2.21913  0.090
H 3.78005 2.07363 -1.34762  0.503
H 2.46530 1.08023 -1.84560  0.285
H 3.95840 1.64868 2.08889  0.253
H 2.53852 2.04664 2.98694  0.435
H 4.14684 3.94973 1.09085  0.289
H 4.06060 4.02790 2.93600  0.411
H 2.67010 4.50976 2.01929  0.310
H 0.30814 3.66624 1.23611  0.253
H -2.36844 2.15344 -3.26661  0.427
H -3.58819 1.88624 -1.98821  0.213
H -2.37990 -0.34186 -3.77437  0.271
H -4.07872 0.37699 -3.81984  0.391
H -3.48924 -0.57192 -2.44064  0.176
H -2.20924 -0.19884 0.98406  0.465
H -2.86745 -0.81232 -0.49644  0.346
H -4.03493 1.53169 1.09571  0.231
H -4.75382 -0.09406 0.80747  0.429
H -4.56575 1.08277 -0.49695  0.286
H -1.43814 4.66961 -2.08039  0.310
H -3.15888 6.26660 -1.97691  0.404
H -4.97374 6.19438 -0.41014  0.412
H -4.67901 4.66434 1.66389  0.416
H -2.76987 3.07900 1.73918  0.581

Below is a molecular structure, C30H34Cl34NNbP in a non-equilibrium geometry, with properties calculated with the ωB97M-V functional and the def2-TZVPD basis.

Properties
* strongest force on any atom: 3.6 eV/A
* charge: -1
* E_HOMO: -4.044 eV
* Kohn-Sham gap: 5.36 eV

Last column: Mulliken charge in e.
Positions of all 101 atoms, in Å:
C -5.17950 2.91151 0.39296  -0.214
C -4.35205 2.04480 0.66708  -0.047
Nb -2.84579 0.39344 0.99624  -1.184
Cl -3.06008 0.88299 3.46005  -0.401
C -1.45549 -1.26670 1.58594  0.008
C -1.54366 -1.83719 2.86232  -0.395
C -1.05837 1.77883 0.84337  -0.142
C -1.30693 3.17872 0.20850  1.289
C -1.95965 3.47595 -1.07612  0.022
C -2.09542 4.88561 -1.53810  -0.645
C -1.56255 6.03710 -0.78339  -0.557
C -0.89275 5.74957 0.50093  -0.432
C -0.78734 4.36594 0.96852  -0.104
C -2.77321 -0.17928 -1.20502  -1.564
C -1.37191 -0.63931 -1.70144  1.238
C -0.35257 0.32124 -2.24730  -0.508
C 0.96789 -0.08180 -2.76113  -0.896
C 1.36232 -1.50980 -2.76138  0.276
C 0.39470 -2.47590 -2.22887  -0.184
C -0.93724 -2.07727 -1.71219  0.229
C -1.89842 -3.20912 -1.16213  -1.150
P -4.89856 -1.21082 1.19135  0.477
N -4.66540 -2.38079 2.29532  -0.698
H -5.92261 3.73617 0.47158  0.369
H -0.63457 -1.67336 0.92381  0.456
H -2.29721 -2.62131 3.14201  0.312
H -0.76688 -1.51063 3.62366  0.201
H -0.68469 1.94681 1.90162  0.118
H -0.21438 1.27068 0.29381  -0.061
H -2.36574 2.64306 -1.69674  0.011
H -2.62026 5.14417 -2.50148  0.314
H -1.63297 7.10007 -1.12222  0.372
H -0.43369 6.54694 1.14642  0.323
H -0.24981 4.18068 1.94170  -0.207
H -3.46437 -1.06615 -1.36005  0.664
H -3.17383 0.63372 -1.88150  0.493
H -0.62547 1.40334 -2.29442  -0.192
H 1.65556 0.68454 -3.18211  0.744
H 2.38410 -1.78382 -3.18127  0.425
H 0.69470 -3.56598 -2.22944  -0.054
H -1.31350 -3.81305 -0.39923  0.294
H -2.74308 -2.74512 -0.56994  -0.169
H -2.29822 -3.87581 -1.97187  0.452
H -6.09435 -0.50213 1.55067  -0.035
H -5.09339 -1.89343 -0.07327  -0.042
H -4.70290 -3.27936 1.79927  0.073
C 3.69216 1.99225 -0.69730  0.578
Cl 3.49639 3.43074 0.31679  -0.104
Cl 2.11511 1.36705 -1.19035  0.244
Cl 4.68996 2.35815 -2.11663  -0.181
H 4.19609 1.22888 -0.11364  -0.456
C 4.28745 -1.60249 1.48898  -0.028
Cl 3.63939 -1.39724 -0.14103  -0.022
Cl 5.49625 -2.89425 1.52293  -0.138
Cl 4.98242 -0.08659 2.08192  -0.145
H 3.47063 -1.88270 2.14747  0.278
C 1.84877 5.03543 -3.51823  0.045
Cl 1.80923 5.18189 -5.28342  -0.161
Cl 1.39689 6.56538 -2.75961  -0.122
Cl 0.78949 3.73064 -2.97808  0.040
H 2.86524 4.79469 -3.21948  0.146
C 1.22282 3.89048 5.01263  0.073
Cl -0.17278 2.89149 4.59450  -0.058
Cl 2.43699 3.83813 3.72649  -0.112
Cl 0.72237 5.55851 5.32526  -0.124
H 1.66891 3.49129 5.91568  0.195
C 1.98095 5.35839 9.51696  -0.057
Cl 1.67268 4.26114 8.16528  -0.075
Cl 3.17569 6.57768 9.06576  -0.109
Cl 0.48030 6.12390 10.05052  -0.132
H 2.38090 4.77795 10.34344  0.335
C 6.72640 4.83107 10.22873  -0.003
Cl 6.51926 6.27759 11.22469  -0.121
Cl 5.15730 4.19267 9.72563  -0.075
Cl 7.73349 5.18478 8.82074  -0.118
H 7.22729 4.07493 10.82542  0.323
C 4.22699 -1.90206 -6.03398  -0.123
Cl 2.98213 -1.25232 -4.95768  -0.117
Cl 4.94303 -3.36297 -5.34158  -0.095
Cl 3.55021 -2.23650 -7.63366  -0.063
H 5.00956 -1.15683 -6.14325  0.323
C 3.10288 -6.27529 -3.34149  -0.161
Cl 4.78017 -5.88545 -2.93627  -0.121
Cl 2.04311 -4.89971 -3.00582  -0.035
Cl 2.97036 -6.76616 -5.03543  -0.119
H 2.78802 -7.10790 -2.71978  0.368
C -5.79340 -6.42559 1.08109  0.640
Cl -4.25577 -5.55996 1.00298  -0.083
Cl -6.29164 -6.66165 2.76170  -0.151
Cl -7.04146 -5.55878 0.17761  -0.139
H -5.65860 -7.40333 0.62219  -0.303
C -4.97576 -10.02059 -1.27470  0.039
Cl -3.36206 -9.99196 -1.99418  -0.114
Cl -4.90434 -10.60894 0.39104  -0.127
Cl -5.71217 -8.41478 -1.33388  -0.108
H -5.59468 -10.70128 -1.85128  0.303
C 0.78185 -0.68426 -10.24564  0.064
Cl 0.11564 -0.49622 -11.87310  -0.134
Cl 1.99869 -1.96606 -10.21587  -0.132
Cl 1.47056 0.83935 -9.67575  -0.107
H -0.02589 -0.96525 -9.57644  0.297